w:
{"formula": "C3H4ClF", "method": "the ωB97M-V functional and the def2-TZVPD basis", "smiles": "F[C@@H]1C[C@H]1Cl", "species": ["C", "C", "C", "H", "H", "H", "H", "F", "Cl"], "positions_angstrom": [[-0.76091, -0.44226, -0.02071], [0.71633, -0.34975, -0.31759], [0.08094, 0.68096, 0.48390], [-1.22027, -0.03986, -0.94774], [0.92774, -0.23171, -1.37632], [1.52300, -0.84229, 0.17460], [0.39323, 0.58572, 1.50718], [-1.22370, -1.60040, 0.50377], [-0.43636, 2.23960, -0.00708]]}


x:
{"formula": "C3H4ClF", "method": "the ωB97M-V functional and the def2-TZVPD basis", "species": ["C", "C", "C", "F", "Cl", "H", "H", "H", "H"], "positions_angstrom": [[-1.04491, -1.22763, 0.28682], [-0.85357, -0.10236, -0.37442], [1.60058, 1.23164, 0.20717], [-1.72329, 0.51987, -1.06925], [-2.41115, -2.26215, -0.23358], [-0.25066, -1.66401, 0.82851], [1.28529, 2.17047, 0.06164], [1.53617, 0.58378, 1.07379], [1.86154, 0.75040, -0.78068]]}


y:
{"formula": "C3H4ClF", "method": "the ωB97M-V functional and the def2-TZVPD basis", "species": ["C", "C", "C", "F", "Cl", "H", "H", "H", "H"], "positions_angstrom": [[0.01069, 0.38255, 0.03334], [-0.94190, -0.78650, 0.48409], [1.14252, -0.24817, -0.70857], [-2.05277, -1.01174, -0.20551], [2.57158, -0.42889, 0.15092], [-0.50927, 1.18840, -0.53626], [0.26787, 0.80820, 0.88912], [-0.39702, -1.72391, 0.65293], [1.12822, -0.72828, -1.64605]]}


Least stable structure: x


w:
{"formula": "C3H4Br2S", "method": "the ωB97M-V functional and the def2-TZVPD basis", "smiles": "C#CBr.C=S.Br", "species": ["C", "C", "C", "S", "Br", "Br", "H", "H", "H", "H"], "positions_angstrom": [[-0.04441, 1.61198, -1.67147], [0.98411, 1.20552, -1.16328], [-0.76826, -0.03397, 1.65380], [-1.15581, 1.50793, 1.41600], [-0.08276, -3.02545, -0.24149], [2.38667, 0.18188, -0.70784], [-0.82822, 2.11214, -1.97440], [0.01362, -0.19881, 2.55972], [-1.34350, -0.83690, 1.20423], [0.83855, -2.52433, -1.07527]]}


x:
{"formula": "C3H4Br2S", "method": "the ωB97M-V functional and the def2-TZVPD basis", "species": ["C", "C", "C", "S", "Br", "Br", "H", "H", "H", "H"], "positions_angstrom": [[-0.28986, 0.11861, -0.15920], [-2.63716, -0.26513, 0.27195], [1.05722, -0.22087, 0.25872], [2.50565, 0.99062, -0.01863], [-3.33737, 1.30589, -0.24857], [-3.07122, -1.59106, -0.98763], [-0.33382, 1.20478, -0.36870], [1.42268, -1.19288, -0.25418], [1.14488, -0.58214, 1.28951], [3.53900, 0.23218, 0.21674]]}


Least stable structure: x


w:
{"formula": "C55H38ClF4N16O3RbSSe", "method": "the ωB97M-V functional and the def2-TZVPD basis", "charge": -2, "species": ["Rb", "Cl", "C", "C", "C", "C", "O", "C", "C", "N", "C", "C", "C", "C", "C", "C", "C", "C", "N", "C", "C", "H", "H", "H", "H", "H", "H", "H", "H", "H", "H", "N", "C", "N", "C", "N", "N", "C", "N", "C", "C", "C", "C", "C", "N", "H", "H", "H", "H", "H", "H", "H", "H", "N", "C", "C", "C", "C", "C", "C", "S", "O", "O", "N", "C", "N", "C", "C", "C", "N", "H", "H", "H", "H", "H", "H", "H", "H", "H", "F", "C", "C", "F", "C", "C", "C", "F", "C", "C", "C", "N", "C", "N", "F", "C", "C", "N", "C", "N", "C", "C", "C", "C", "C", "C", "Se", "C", "C", "C", "H", "H", "H", "H", "H", "H", "H", "H", "H", "H", "H"], "positions_angstrom": [[0.57184, -0.63059, -0.14392], [5.69565, 5.76741, 1.54682], [4.37757, 4.63264, 1.42938], [4.04146, 3.85145, 2.52324], [2.95147, 3.00748, 2.42714], [2.18749, 2.93422, 1.26503], [1.09057, 2.15821, 1.29628], [2.65483, 3.57753, 0.10322], [2.35028, 3.19241, -1.28697], [1.91993, 2.05214, -1.63440], [2.12553, 1.65185, -2.96889], [3.35629, 1.80773, -3.56144], [3.60981, 1.30818, -4.85504], [2.63112, 0.65590, -5.54542], [1.35103, 0.47766, -4.96832], [0.29326, -0.16699, -5.65029], [-0.91690, -0.28261, -5.03865], [-1.05761, 0.20972, -3.72467], [-0.11318, 0.82557, -3.06310], [1.08848, 0.96694, -3.67040], [3.71627, 4.47615, 0.22740], [4.61583, 3.91397, 3.43651], [2.64560, 2.39572, 3.26753], [2.72526, 3.89862, -2.04164], [4.15828, 2.26684, -2.99730], [4.59593, 1.43002, -5.28426], [2.81632, 0.25172, -6.53292], [0.46001, -0.58736, -6.63384], [-1.74448, -0.78284, -5.51870], [-1.99976, 0.06956, -3.20811], [4.06585, 5.00559, -0.64975], [-2.10853, -1.45502, 2.65110], [-3.07723, -1.23673, 1.74632], [-4.22806, -1.88973, 1.93077], [-5.18551, -1.59342, 1.05368], [-6.39864, -2.15778, 1.22189], [-5.04365, -0.72792, 0.03224], [-3.84631, -0.17558, -0.06256], [-2.81713, -0.35763, 0.75665], [-3.69257, 0.78471, -1.20473], [-4.59094, 0.73161, -2.27024], [-4.47059, 1.66966, -3.27933], [-3.47234, 2.62895, -3.19208], [-2.62234, 2.59489, -2.09747], [-2.72210, 1.69288, -1.12895], [-2.25821, -2.18158, 3.32743], [-1.18897, -1.04118, 2.59136], [-6.42382, -2.96743, 1.81779], [-7.03046, -2.16697, 0.43064], [-5.35535, -0.03094, -2.27993], [-5.14793, 1.64922, -4.12350], [-3.33883, 3.37498, -3.96406], [-1.81285, 3.30920, -1.99257], [-0.27466, -8.28571, 1.48268], [0.39350, -7.05886, 1.39248], [-0.06449, -6.07316, 0.51742], [0.56727, -4.84579, 0.45521], [1.65864, -4.58847, 1.27834], [2.12422, -5.55836, 2.14931], [1.49616, -6.79279, 2.20227], [2.39829, -2.98094, 1.21939], [2.28855, -2.55402, -0.16508], [3.73481, -3.06611, 1.75891], [1.41209, -2.01966, 2.04187], [1.36973, -2.05040, 3.38096], [2.01955, -2.98501, 4.11266], [1.92852, -2.89299, 5.42473], [1.19956, -1.91223, 6.08025], [0.51613, -1.03526, 5.24850], [0.57941, -1.08672, 3.93376], [-0.80155, -8.53383, 0.66024], [0.29461, -9.04859, 1.81247], [-0.91356, -6.27440, -0.12499], [0.23308, -4.09591, -0.25184], [2.97403, -5.33033, 2.77671], [1.85722, -7.55852, 2.88060], [2.46076, -3.65575, 5.98947], [1.14090, -1.85496, 7.15709], [-0.12433, -0.25967, 5.66188], [-3.10589, -3.51345, -1.53148], [-3.83529, -3.53819, -2.66902], [-5.20097, -3.63817, -2.51638], [-5.64926, -3.74965, -1.25018], [-6.11425, -3.66566, -3.57647], [-5.47295, -3.67760, -4.82024], [-4.10050, -3.61726, -4.97528], [-3.63411, -3.60323, -6.24361], [-3.19783, -3.51514, -3.91231], [-1.75320, -3.38047, -4.06541], [-0.96203, -2.90735, -3.00938], [-0.30771, -2.46223, -2.16113], [-1.08307, -3.51895, -5.29281], [-0.48009, -3.62368, -6.27746], [-6.20894, -3.71553, -5.95087], [-7.55307, -3.66202, -3.37790], [-8.11743, -3.38492, -2.12108], [-8.60198, -3.14720, -1.09395], [-8.48418, -3.82125, -4.42169], [-9.29383, -3.94492, -5.24110], [-3.46750, 6.84220, 4.79661], [-2.72512, 5.85698, 3.93638], [-1.42047, 6.08548, 3.53338], [-0.72290, 5.18422, 2.73572], [0.69586, 5.49886, 2.36080], [-1.35795, 4.01613, 2.30328], [-0.67185, 2.69232, 1.02361], [-2.67525, 3.74770, 2.72411], [-3.40673, 2.49671, 2.34505], [-3.32528, 4.67604, 3.52670], [-2.82883, 7.68142, 5.07151], [-3.82437, 6.37268, 5.71491], [-4.33919, 7.23946, 4.27330], [-0.91140, 6.98794, 3.85592], [1.08994, 6.32673, 2.95021], [0.78412, 5.76191, 1.30096], [1.32487, 4.63685, 2.53978], [-2.78565, 1.61200, 2.48678], [-3.69626, 2.51566, 1.29540], [-4.31131, 2.38320, 2.94257], [-4.33710, 4.45116, 3.84736]]}


x:
{"formula": "C55H38ClF4N16O3RbSSe", "method": "the ωB97M-V functional and the def2-TZVPD basis", "charge": -2, "species": ["Rb", "Cl", "C", "C", "C", "C", "O", "C", "C", "N", "C", "C", "C", "C", "C", "C", "C", "C", "N", "C", "C", "H", "H", "H", "H", "H", "H", "H", "H", "H", "H", "N", "C", "N", "C", "N", "N", "C", "N", "C", "C", "C", "C", "C", "N", "H", "H", "H", "H", "H", "H", "H", "H", "N", "C", "C", "C", "C", "C", "C", "S", "O", "O", "N", "C", "N", "C", "C", "C", "N", "H", "H", "H", "H", "H", "H", "H", "H", "H", "F", "C", "C", "F", "C", "C", "C", "F", "C", "C", "C", "N", "C", "N", "F", "C", "C", "N", "C", "N", "C", "C", "C", "C", "C", "C", "Se", "C", "C", "C", "H", "H", "H", "H", "H", "H", "H", "H", "H", "H", "H"], "positions_angstrom": [[-0.51762, -0.60038, -0.44419], [3.32959, -5.26489, 5.59299], [2.54180, -4.09007, 4.56793], [1.30757, -3.57522, 4.93258], [0.74895, -2.57840, 4.15761], [1.36729, -2.08832, 2.99514], [0.86160, -1.02361, 2.36057], [2.50990, -2.78529, 2.53621], [3.00453, -2.76117, 1.14326], [2.35909, -2.34362, 0.14612], [2.74622, -2.74982, -1.14658], [3.04150, -4.06566, -1.41029], [3.31950, -4.51117, -2.72124], [3.31327, -3.63149, -3.76189], [3.02158, -2.26370, -3.52791], [3.03359, -1.30037, -4.56654], [2.79107, 0.00382, -4.27291], [2.49029, 0.34776, -2.93784], [2.46794, -0.50629, -1.94425], [2.73791, -1.81138, -2.22089], [3.12293, -3.71632, 3.37371], [0.80793, -3.94380, 5.81948], [-0.20478, -2.13785, 4.42682], [3.96090, -3.28070, 0.98999], [3.00186, -4.78143, -0.59658], [3.53277, -5.56051, -2.89117], [3.51252, -3.95569, -4.77744], [3.21386, -1.61446, -5.58899], [2.80274, 0.76092, -5.04369], [2.25634, 1.38078, -2.69066], [4.04918, -4.18591, 3.05950], [-2.47421, 2.54943, 1.00241], [-1.57958, 3.30830, 0.35093], [-1.98106, 4.52826, -0.01417], [-1.04779, 5.28176, -0.59023], [-1.36708, 6.55347, -0.90932], [0.22275, 4.88909, -0.81162], [0.49564, 3.65843, -0.42374], [-0.33523, 2.80172, 0.17426], [1.90801, 3.23132, -0.70560], [2.68225, 3.97192, -1.59109], [3.98119, 3.56134, -1.84102], [4.46825, 2.42937, -1.20583], [3.62998, 1.75713, -0.33331], [2.38339, 2.15481, -0.08260], [-3.41528, 2.88719, 1.06566], [-2.28836, 1.59568, 1.27059], [-2.34807, 6.75520, -0.97230], [-0.76995, 7.02984, -1.57565], [2.25148, 4.84667, -2.05967], [4.60456, 4.12076, -2.52780], [5.47687, 2.07734, -1.38198], [3.95942, 0.87304, 0.20515], [-7.49389, 0.93707, -3.73479], [-6.53515, 0.17840, -3.05077], [-5.17651, 0.45504, -3.21057], [-4.22981, -0.24555, -2.48864], [-4.63646, -1.23816, -1.60215], [-5.98198, -1.53312, -1.44143], [-6.92882, -0.82972, -2.16844], [-3.41374, -2.04886, -0.62991], [-2.24315, -2.18984, -1.47278], [-3.96062, -3.28178, -0.12292], [-3.02080, -0.97682, 0.50626], [-3.86480, -0.71827, 1.54267], [-5.12291, -1.22711, 1.62505], [-5.81927, -0.95857, 2.71810], [-5.35189, -0.16479, 3.75540], [-4.09316, 0.37781, 3.55263], [-3.35439, 0.12995, 2.48195], [-7.16427, 1.37882, -4.57576], [-8.38463, 0.48770, -3.85179], [-4.86540, 1.22307, -3.91290], [-3.16792, -0.04596, -2.62939], [-6.26145, -2.31800, -0.74985], [-7.98421, -1.05886, -2.05782], [-6.81360, -1.39844, 2.76254], [-5.93820, 0.04031, 4.63957], [-3.65208, 1.05108, 4.28607], [-1.07723, 2.97887, -3.56292], [-0.53886, 3.44922, -4.70505], [-0.59009, 4.81426, -4.87689], [-1.21479, 5.50540, -3.91129], [-0.06812, 5.49608, -5.96452], [0.47229, 4.62652, -6.90550], [0.49779, 3.24691, -6.75168], [1.06791, 2.53410, -7.74220], [-0.00060, 2.57579, -5.64068], [0.03363, 1.10457, -5.46014], [-0.36598, 0.50312, -4.24796], [-0.61317, -0.00499, -3.22597], [0.52181, 0.19198, -6.42855], [0.90283, -0.60992, -7.18180], [1.01730, 5.12623, -8.02809], [-0.07013, 6.96307, -6.05562], [-0.49292, 7.77930, -4.97214], [-0.82008, 8.47202, -4.09286], [0.41202, 7.69740, -7.17464], [0.78862, 8.36575, -8.04858], [3.37598, 4.04266, 7.46762], [2.86168, 3.26325, 6.28240], [2.55136, 1.91664, 6.38074], [2.09756, 1.18934, 5.28514], [1.74194, -0.25140, 5.42104], [1.96102, 1.81566, 4.05078], [1.44930, 0.89186, 2.41408], [2.23469, 3.18580, 3.93242], [2.05398, 3.90892, 2.62068], [2.68141, 3.87902, 5.05082], [3.40706, 3.41709, 8.36072], [2.74084, 4.90667, 7.67505], [4.38564, 4.41436, 7.27733], [2.65946, 1.41152, 7.33635], [1.62787, -0.54784, 6.46267], [2.51496, -0.87988, 4.96929], [0.80914, -0.44660, 4.89151], [1.08494, 3.66493, 2.17122], [2.82366, 3.60959, 1.90862], [2.11562, 4.98662, 2.75414], [2.88932, 4.94114, 4.95148]]}


Least stable structure: x


w:
{"formula": "C4H14N4", "method": "the ωB97M-V functional and the def2-TZVPD basis", "charge": 2, "species": ["C", "C", "C", "C", "N", "N", "N", "N", "H", "H", "H", "H", "H", "H", "H", "H", "H", "H", "H", "H", "H", "H"], "positions_angstrom": [[-1.12294, -0.89583, -0.02346], [-1.12377, -0.87731, 1.42470], [2.03614, -1.46494, -0.57707], [0.90331, 1.88335, -0.00088], [-1.77837, -0.10282, -0.83870], [1.21972, -0.34704, -0.34508], [-2.31237, 1.02822, -0.36947], [1.75875, 0.73135, -0.09767], [-0.76457, -1.75976, -0.51037], [-1.47485, -1.76162, 1.86595], [-1.80606, 0.05131, 1.73086], [-0.09933, -0.67960, 1.81205], [3.11181, -1.25630, -0.85898], [2.03771, -2.08512, 0.40174], [1.52466, -2.12981, -1.33592], [-0.04262, 1.54668, -0.17630], [1.15137, 2.44611, 0.81372], [0.89158, 2.52748, -0.80159], [-1.64573, -0.28602, -1.86384], [-3.11539, 1.48009, -0.88095], [-2.18788, 1.12466, 0.62018], [2.83884, 0.82692, 0.01108]]}


x:
{"formula": "C4H14N4", "method": "the ωB97M-V functional and the def2-TZVPD basis", "charge": 2, "species": ["C", "C", "C", "C", "N", "N", "N", "N", "H", "H", "H", "H", "H", "H", "H", "H", "H", "H", "H", "H", "H", "H"], "positions_angstrom": [[-2.20042, -1.03756, -0.01821], [-3.58370, 0.92434, 0.25591], [-1.36343, 0.22771, 0.00418], [2.90483, 0.13048, -0.05911], [-2.14016, 1.20323, 0.15830], [3.59525, 1.36896, -0.15657], [-3.60783, -0.50888, -0.15239], [3.86331, -1.20337, -0.01960], [-1.84232, -1.59346, -0.76831], [-2.11530, -1.52340, 0.91879], [-3.96926, 1.13935, 1.20624], [-4.25348, 1.58478, -0.40777], [2.15599, 0.08134, -0.85283], [2.27944, 0.06970, 0.79350], [-1.72299, 2.11351, 0.31590], [4.16287, 1.59614, 0.60433], [4.06414, 1.60483, -1.05643], [-3.86030, -0.62774, -1.15275], [-4.33899, -0.93660, 0.50365], [3.19571, -1.83981, 0.52772], [4.78979, -1.22881, 0.42405], [3.98685, -1.54471, -1.06859]]}


Least stable structure: w


w:
{"formula": "C3H4ClFO", "method": "the ωB97M-V functional and the def2-TZVPD basis", "species": ["C", "C", "C", "H", "H", "H", "H", "O", "F", "Cl"], "positions_angstrom": [[0.39713, -0.16411, -0.23902], [0.03557, 0.56518, 1.10840], [-1.03224, 0.22858, -0.10456], [2.31336, -1.36569, -1.02988], [0.55237, 0.53457, -1.28338], [0.42813, 1.60342, 1.22951], [-0.05132, -0.19826, 1.94701], [0.99481, -1.50353, -0.53741], [-1.21340, 1.26305, -1.02357], [-2.42441, -0.96321, -0.06709]]}


x:
{"formula": "C3H4ClFO", "method": "the ωB97M-V functional and the def2-TZVPD basis", "smiles": "O[C@@H]1C[C@]1(F)Cl", "species": ["C", "C", "C", "H", "H", "H", "H", "O", "F", "Cl"], "positions_angstrom": [[0.61647, -0.27382, -0.30931], [0.38983, 0.50516, 0.92041], [-0.70298, 0.36334, -0.05823], [-0.02134, -1.92781, -0.96266], [1.21583, 0.48627, -0.96779], [0.09693, 0.06798, 1.74817], [0.73925, 1.56710, 0.71461], [0.75535, -1.65727, -0.37387], [-0.82789, 1.53184, -0.72190], [-2.26144, -0.66278, 0.01057]]}


Least stable structure: w